Entry 1:
Molecular formula: C23H18N2O3
Method: DFT, the ωB97M-V functional and the def2-TZVPD basis

Cartesian coordinates (Å):
O -4.6116 3.4361 -2.1405
C -3.6638 2.6540 -2.1198
C -3.6271 1.1969 -2.1448
C -2.4973 0.5084 -2.0719
N -1.2324 1.0316 -1.7589
C 0.1047 0.2248 -1.8060
C 0.1083 -1.0504 -2.7001
C 0.3017 -0.9155 -4.0957
C 0.1063 -2.0083 -4.9610
C -0.1236 -3.2861 -4.4457
C -0.1700 -3.4666 -3.0628
C -0.0307 -2.3568 -2.1977
C 1.0243 -0.0747 -0.5303
C 1.4225 1.1050 0.0962
C 2.0533 1.1595 1.3410
C 2.4313 -0.0248 1.9814
O 2.8468 -0.0124 3.3222
C 1.8244 0.1229 4.2872
C 1.0399 -0.9910 4.6002
C -0.0736 -0.8075 5.4164
C -0.3777 0.4619 5.9165
C 0.4319 1.5586 5.6053
C 1.5547 1.3908 4.8018
C 2.2953 -1.2289 1.2901
C 1.6893 -1.2385 0.0048
C -1.1545 2.3983 -1.9316
O -0.1136 3.1037 -1.9481
N -2.3435 3.1173 -2.0651
H -4.5941 0.7214 -2.1933
H -2.5641 -0.5460 -2.2377
H 0.6960 1.0231 -2.3227
H 0.5565 0.0558 -4.5318
H 0.1030 -1.8578 -6.0418
H -0.3014 -4.1325 -5.1209
H -0.3287 -4.4647 -2.6532
H -0.0690 -2.5386 -1.1263
H 1.1850 2.0523 -0.3829
H 2.2079 2.1130 1.8488
H 1.2918 -1.9650 4.1716
H -0.7191 -1.6584 5.6334
H -1.2762 0.6094 6.5134
H 0.1870 2.5540 5.9740
H 2.2136 2.2241 4.5407
H 2.6551 -2.1313 1.7909
H 1.8055 -2.1967 -0.4816
H -2.2640 4.1296 -2.0637

Computed properties:
Net charge: 0

Entry 2:
Molecular formula: C7H15O13Y
Method: DFT, the ωB97M-V functional and the def2-TZVPD basis

Cartesian coordinates (Å):
Y 8.7254 5.6224 -1.3473
O 7.1287 3.7713 -6.8950
C 7.4330 4.1598 -5.6707
O 8.5798 4.0859 -5.1933
O 6.6334 4.5518 -4.8376
H 7.9948 3.5900 -7.2672
O 12.7750 2.8321 2.4580
C 11.8451 3.3490 1.5943
O 10.8241 3.8808 1.8326
O 12.0478 3.2916 0.3752
H 13.3457 2.3376 1.8652
O 12.7381 9.1831 -5.2754
C 12.7666 9.0257 -3.9912
O 12.0161 8.2579 -3.4314
O 13.8184 9.3787 -3.4401
H 13.6090 9.5852 -5.3150
C 5.1134 2.5250 0.4945
C 4.9473 3.7318 1.3993
O 5.4089 4.8964 0.6221
O 6.4340 2.5595 -0.1001
H 4.3568 2.5062 -0.2900
H 4.9871 1.6383 1.1156
H 5.5748 3.4138 2.2319
H 3.9135 3.8564 1.7216
H 4.5886 5.3871 0.5324
H 6.5175 1.6082 -0.1989
C 7.9940 10.1890 0.4648
C 7.5502 10.3955 -0.9468
O 7.1732 9.2309 -1.6645
O 8.9655 9.1022 0.5343
H 7.1875 9.9266 1.1495
H 8.3366 11.1291 0.8970
H 8.3034 10.9565 -1.5001
H 6.7471 11.1302 -1.0047
H 6.9649 9.4451 -2.5769
H 9.6216 9.3773 1.1788

Computed properties:
Net charge: 0

Q: Which orbital gap values were calculated for the entries above? A: 9.60 2.45, in eV.